Entry 1:
Computed, not measured: a cluster of 19 separate species, C41H96N11O35 in total at a distorted geometry, with ωB97M-V with the def2-TZVPD basis set.

Atoms and positions in Å:
C 0.60064 -1.74878 -4.84971
C 0.97385 -0.54014 -4.00219
O 1.98889 -0.60635 -3.30654
N 0.07858 0.73728 -3.96033
H -0.84770 0.46303 -4.25511
H 0.14877 1.06102 -3.00619
C 0.67146 1.72428 -4.94070
H -0.48686 -1.81679 -4.87819
H 1.05889 -2.61410 -4.37082
H 1.02194 -1.77468 -5.85466
H 0.13923 2.64397 -4.69780
H 0.50493 1.45709 -5.98424
H 1.74215 1.79869 -4.75047
C 3.85331 2.71930 -2.37863
C 3.03617 3.83147 -2.92507
O 1.85388 3.87014 -3.05903
N 3.84843 5.15601 -3.00675
H 4.15945 5.35871 -2.06745
H 4.71970 4.83433 -3.40362
C 3.18322 6.31377 -3.77587
H 4.54354 2.99727 -1.58212
H 4.48784 2.33707 -3.17823
H 3.25300 1.93347 -1.92017
H 2.92368 6.01519 -4.79154
H 4.00131 7.03408 -3.77910
H 2.23535 6.66222 -3.36570
C 10.81965 -0.22958 -1.68189
C 12.14143 0.07316 -2.40409
O 12.08662 0.49473 -3.56484
N 13.42450 -0.42941 -1.70541
H 13.74352 0.21517 -0.99630
H 13.21948 -1.26944 -1.18348
C 14.49499 -0.85753 -2.73657
H 10.83649 -1.18803 -1.16306
H 9.97384 -0.14048 -2.36363
H 10.60140 0.41204 -0.82819
H 15.02499 -1.55590 -2.08890
H 14.97792 0.05814 -3.07776
H 14.01184 -1.32662 -3.59368
C 6.46806 3.21868 1.81487
C 7.20225 2.19698 2.64128
O 7.78290 2.51508 3.68136
N 7.00197 0.72548 2.33627
H 6.25066 0.38220 2.91748
H 6.73996 0.68398 1.36172
C 8.35881 0.02441 2.56772
H 6.53118 2.95756 0.75850
H 6.94102 4.19957 1.86265
H 5.40653 3.31754 2.04170
H 9.30475 0.52997 2.37349
H 8.22285 -0.92842 2.05615
H 8.32258 -0.17233 3.63921
C 3.22755 -6.64090 5.59775
C 2.69333 -5.79832 4.50534
O 1.65439 -6.12458 3.96602
N 3.64158 -4.71364 3.96515
H 3.45959 -3.91858 4.56086
H 4.60301 -4.96617 4.14395
C 3.39833 -4.52458 2.43318
H 3.39827 -6.03158 6.48528
H 4.26375 -6.95093 5.46258
H 2.64911 -7.55871 5.70329
H 3.32562 -5.48265 1.91848
H 4.09498 -3.91530 1.85737
H 2.53588 -3.85805 2.43803
C 5.71083 -1.57096 -4.70501
C 6.13651 -2.03241 -6.01533
O 7.12355 -2.73569 -6.23584
N 5.19872 -1.59344 -7.20977
H 4.54593 -2.34392 -7.38510
H 4.54444 -0.88990 -6.89824
C 6.10285 -1.01666 -8.31384
H 5.30257 -0.56711 -4.58796
H 6.54779 -1.58374 -4.00683
H 5.01478 -2.36948 -4.44814
H 6.82441 -1.77356 -8.62133
H 6.49304 -0.11331 -7.84500
H 5.54141 -0.77227 -9.21559
C 10.46861 -3.32777 -5.94829
C 10.44473 -1.81557 -5.72793
O 9.95081 -1.34225 -4.79916
N 11.17044 -0.95474 -6.78623
H 12.13889 -0.80958 -6.53899
H 11.26628 -1.37155 -7.70120
C 10.50305 0.33021 -6.98806
H 10.22285 -3.50349 -6.99558
H 9.68765 -3.80398 -5.35547
H 11.32027 -3.89025 -5.56568
H 9.61713 -0.05275 -7.49459
H 11.16624 1.00165 -7.53346
H 10.24208 0.81545 -6.04756
C 3.36078 -0.98820 0.86844
C 3.24162 -0.15353 2.08107
O 4.08620 0.64055 2.40373
N 1.85968 -0.05817 2.75774
H 1.25051 0.34050 2.05769
H 1.52262 -0.99598 2.92210
C 1.95322 0.59881 4.11256
H 3.20828 -0.43225 -0.05663
H 2.65914 -1.82234 0.87314
H 4.37599 -1.38117 0.81335
H 1.00302 0.72956 4.63037
H 2.32170 1.62430 4.13877
H 2.60648 -0.09556 4.64096
C 8.39306 3.45461 -1.57411
C 9.42591 3.63622 -0.46828
O 9.28658 3.28711 0.67642
N 10.78341 4.27764 -0.90966
H 11.47471 3.54137 -0.92032
H 10.79688 4.65942 -1.84463
C 11.09571 5.49639 0.01739
H 8.65956 2.85974 -2.44772
H 7.84793 4.38635 -1.72512
H 7.64437 2.80852 -1.11569
H 10.38820 6.21188 -0.40167
H 12.04094 5.93595 -0.30110
H 10.99609 5.45719 1.10211
C -0.06898 -2.91906 -1.15871
C -1.21975 -2.02477 -1.62193
O -1.64590 -2.08609 -2.84033
N -1.65889 -0.99410 -0.57880
H -1.64596 -1.51330 0.28745
H -1.03334 -0.20596 -0.49152
C -3.02583 -0.42321 -0.90771
H 0.46944 -3.35749 -1.99895
H -0.58567 -3.71575 -0.62353
H 0.77013 -2.40048 -0.69495
H -3.39651 -0.18298 0.08877
H -3.69911 -1.21347 -1.23980
H -2.91050 0.42507 -1.58241
C 6.50506 -4.41324 0.30766
C 7.77513 -4.69223 -0.53347
O 8.51052 -5.68596 -0.28418
N 8.25822 -3.60849 -1.45294
H 8.04038 -2.68534 -1.10589
H 9.25867 -3.74552 -1.43212
C 7.74288 -3.81004 -2.90470
H 5.67285 -4.91681 -0.18424
H 6.32784 -3.34674 0.44641
H 6.52429 -4.82134 1.31819
H 8.15512 -4.74100 -3.29387
H 8.15022 -2.97459 -3.47408
H 6.65421 -3.81539 -2.85133
O 12.86145 -4.88842 -1.44857
C 12.08036 -3.79706 -1.32318
O 12.68809 -2.87573 -0.66250
O 10.93763 -3.69186 -1.85005
H 13.61133 -4.54771 -0.95542
O 5.66776 -1.15836 -1.51010
C 6.55983 -0.50027 -0.91935
O 6.07910 0.50589 -0.40971
O 7.65989 -1.03032 -0.60961
H 5.04359 -0.43608 -1.61173
O 6.67251 1.86026 -4.94671
C 6.91381 3.14692 -5.11466
O 6.25161 3.95277 -4.47201
O 7.92776 3.56381 -5.74184
H 5.79132 2.03492 -4.60818
O 4.64127 -2.59706 5.32735
C 5.38526 -1.81763 4.46945
O 5.41973 -0.60884 4.71144
O 5.89594 -2.29618 3.43122
H 4.34800 -1.94061 5.96349
O 11.41508 -2.23018 1.68301
C 11.76640 -0.99404 2.06178
O 12.22564 -0.29349 1.18765
O 11.64822 -0.71531 3.30413
H 11.40634 -1.93629 0.76914
O 3.84141 2.78681 -5.93652
C 3.94857 1.73377 -6.74218
O 3.55041 0.70216 -6.22453
O 4.49643 1.93285 -7.83269
H 4.31039 3.40724 -6.49930
O 5.13629 6.72859 0.94780
C 4.76019 5.90393 0.04590
O 5.55778 5.29456 -0.68951
O 3.53210 5.76601 -0.13556
H 6.09186 6.72832 0.85578
O 4.18755 -3.59565 -2.47928
C 3.23534 -4.25300 -1.79810
O 2.97621 -4.05257 -0.58032
O 2.36716 -5.04260 -2.37539
H 4.47414 -2.98483 -1.79638

The total energy is -132093.468 eV. Its multiplicity is 1. The charge is +3.


Entry 2:
Computed, not measured: a structure of composition H6O3Tl at a distorted geometry, with ωB97M-V with the def2-TZVPD basis set.

Atoms and positions in Å:
Tl 1.45030 -0.61471 1.17756
O 1.04893 2.31486 0.70679
H 1.72187 2.97698 0.54875
H 0.45406 2.39453 -0.03888
O -1.28402 0.21020 0.51621
H -1.94144 -0.31485 0.97267
H -1.73973 0.54799 -0.25480
O 0.26080 -2.34353 -0.89392
H 0.24931 -2.00198 -1.78804
H -0.22009 -3.16949 -0.94634

Its multiplicity is 1. Its energy above the lowest of the compared OMol25 structures with the same formula, charge and spin is 2.511 eV. The charge is +3.


Entry 3:
Computed, not measured: a cluster of 8 separate species, C17H51N3O27P5 in total at a distorted geometry, with ωB97M-V with the def2-TZVPD basis set.

Atoms and positions in Å:
N 46.07801 -12.40991 -25.42198
O 46.07292 -11.22595 -25.69656
O 46.24904 -13.31908 -26.25328
O 45.93585 -12.71700 -24.25562
C 46.61560 -16.58247 -26.53005
N 47.98036 -16.54820 -25.93281
O 48.08271 -17.05992 -24.86105
O 48.90295 -16.02172 -26.61526
H 46.27271 -15.66730 -27.01272
H 45.92384 -16.83087 -25.72517
H 46.58950 -17.44488 -27.19616
C 48.66661 -13.05725 -28.29319
N 48.00113 -12.43176 -29.49715
O 47.56157 -11.29715 -29.44985
O 47.89110 -13.16523 -30.44342
H 48.51791 -12.34579 -27.48090
H 49.74268 -13.13027 -28.45077
H 48.20286 -14.02657 -28.11030
C 43.44905 -14.63047 -18.83445
O 43.66711 -13.43579 -19.56697
P 45.17186 -12.99820 -19.91025
O 45.20274 -11.93146 -20.98486
O 45.90418 -14.35064 -20.30155
C 45.52578 -15.01479 -21.53390
O 45.69067 -12.59332 -18.45332
C 46.91613 -11.92380 -18.32767
H 42.52038 -14.54282 -18.27056
H 44.16737 -14.72812 -18.02047
H 43.40307 -15.51729 -19.46656
H 44.81783 -14.45021 -22.14068
H 45.07240 -15.99286 -21.37285
H 46.41144 -15.15017 -22.15468
H 47.62083 -12.55464 -17.78589
H 46.87935 -11.03826 -17.69321
H 47.28148 -11.59810 -19.30160
C 41.96154 -17.71995 -21.85794
O 42.70438 -17.08259 -22.88364
P 43.03266 -17.88677 -24.29157
O 42.02788 -18.90455 -24.71728
O 43.35896 -16.73080 -25.36073
C 43.67608 -15.41508 -24.84682
O 44.47732 -18.52020 -23.95490
C 44.63040 -19.92530 -24.21044
H 41.00704 -17.23954 -21.64291
H 42.50271 -17.63930 -20.91522
H 41.86924 -18.77985 -22.09502
H 43.69789 -14.67053 -25.64261
H 44.53704 -15.32555 -24.18439
H 42.86550 -15.05796 -24.21156
H 44.62756 -20.54756 -23.31552
H 45.64326 -19.97458 -24.61019
H 43.98642 -20.36977 -24.96929
C 46.89382 -8.22706 -31.09434
O 45.60163 -7.72377 -30.77639
P 45.37660 -6.72931 -29.53794
O 44.05554 -6.09268 -29.58575
O 45.69342 -7.55815 -28.16753
C 44.97199 -8.79915 -27.94478
O 46.62054 -5.63213 -29.81376
C 46.34333 -4.23104 -29.83516
H 46.79859 -9.22957 -31.51149
H 47.43664 -8.29199 -30.15136
H 47.41610 -7.55829 -31.77851
H 44.34148 -8.74819 -27.05711
H 45.77512 -9.51145 -27.75586
H 44.32936 -9.11672 -28.76592
H 45.50649 -4.01839 -29.16989
H 46.24397 -3.85430 -30.85314
H 47.20289 -3.74546 -29.37314
C 39.95105 -9.34741 -23.82107
O 41.31148 -9.59558 -23.51491
P 42.12386 -10.88558 -24.05800
O 43.56075 -10.63473 -23.87731
O 41.46762 -12.06038 -23.21775
C 41.85889 -12.12126 -21.83242
O 41.58904 -11.19503 -25.56924
C 42.52912 -11.69732 -26.48669
H 39.40707 -10.22779 -24.16330
H 39.94928 -8.62855 -24.64043
H 39.49292 -8.95992 -22.91108
H 42.39677 -13.04993 -21.64174
H 40.93979 -12.29757 -21.27361
H 42.36794 -11.18985 -21.58452
H 42.30948 -12.71198 -26.81884
H 43.56836 -11.74183 -26.16098
H 42.49795 -11.02799 -27.34641
C 49.20157 -13.32507 -24.55967
O 49.88014 -13.02640 -23.39468
P 49.26417 -12.48239 -22.00941
O 48.24638 -11.42666 -22.12527
O 50.55725 -11.93933 -21.14708
C 50.44135 -11.16463 -19.94024
O 48.78751 -13.82549 -21.20497
C 49.58812 -14.99200 -21.37283
H 48.28244 -13.82207 -24.24940
H 49.76992 -14.05301 -25.13862
H 48.88746 -12.52485 -25.22980
H 49.55891 -10.52849 -19.87147
H 51.25551 -10.45230 -19.80679
H 50.53260 -11.83562 -19.08611
H 50.43394 -14.88044 -22.05124
H 48.94068 -15.81942 -21.66315
H 50.02075 -15.24025 -20.40366

The total energy is -124655.472 eV. Its multiplicity is 1. The charge is -1.